136
Properties=species:S:1:pos:R:3:forces:R:3:lowdin_charge:R:1 method="wB97M-V/def2-TZVPD" total_energy_ha=-19135.87822 fmax_ev_per_a=4.97 gap_ev=9.67 spin_multiplicity=1
C -3.5102 -4.6233 3.3706 0.4069 1.0838 -0.3257 -0.164
C -4.6375 -3.4561 3.3361 0.9777 -0.7189 -0.1540 -0.253
C -4.6781 -2.8630 1.8481 -0.9841 -0.2814 0.0414 -0.231
C -5.6857 -1.6288 1.6475 0.8324 0.1590 0.2081 -0.202
C -5.8804 -0.7500 2.9870 -1.2363 0.0062 -1.5130 -0.216
C -6.4653 0.7050 2.5479 0.3551 -0.3785 1.0386 -0.195
C -5.3959 1.8919 2.7249 -0.5351 0.9320 0.0680 -0.203
C -4.9429 2.5958 1.3590 -0.3834 -0.6486 -0.6110 -0.209
C -3.6740 1.9081 0.6422 0.1946 1.4925 -0.5339 -0.199
C -2.2745 2.2121 1.3808 -0.6572 -1.3155 0.4387 -0.199
C -1.1689 1.0378 1.1167 -0.7094 0.7480 0.6625 -0.213
C -0.1735 1.3981 -0.0803 0.1952 0.3371 1.0199 -0.189
C 1.0089 0.3480 -0.3605 -0.1460 0.4425 -0.5310 -0.092
C 0.7162 -1.1717 0.0416 -0.1726 -0.3445 -1.2961 -0.350
C -0.5420 -1.7665 -0.7588 -0.0702 -0.4941 -0.1433 -0.089
C -0.1676 -2.2157 -2.2790 -0.0635 1.3009 0.6289 -0.127
O -1.4237 -2.1026 -3.0478 0.3041 -2.7448 0.7514 -0.059
C -2.0970 -3.3498 -3.1231 -1.2805 -1.1538 -3.2414 -0.372
O -2.5608 -3.6984 -4.2370 1.6608 1.6532 3.8319 0.059
C -2.3565 -4.3300 -1.8887 -1.1081 0.1764 -0.2786 -0.143
C -3.6640 -5.2167 -2.2641 0.4211 0.6234 1.1561 -0.117
O 1.8488 -1.8667 -0.6397 1.5365 -2.0929 1.3049 -0.232
S 2.1980 -3.3378 0.0576 -1.3963 -4.7582 -0.3012 0.775
O 1.2375 -4.4464 -0.3038 1.7911 3.8206 0.2906 -0.346
O 3.5796 -3.8778 -0.1172 -2.8290 3.2857 0.8817 -0.274
O 1.7272 -2.9174 1.6046 0.3649 -0.2634 -2.9642 -0.323
C 0.9628 -1.6395 1.5835 1.9410 0.9488 0.1821 -0.695
I -0.7997 -2.2416 2.7607 0.8595 0.6314 -0.5110 1.071
N 1.9294 -0.7004 2.1982 -0.9453 -1.1572 -0.0200 -0.039
C 2.5693 -1.2369 3.4389 1.4140 0.7905 1.4778 -0.230
C 2.8273 0.0517 4.4021 -1.6345 -0.5051 -1.2355 -0.196
C 1.3465 0.4884 4.9115 0.8230 0.0368 -0.8530 -0.215
H -2.7655 -4.3846 4.2159 -1.1609 -0.7864 -1.1023 0.057
H -2.9062 -4.5201 2.3946 -0.8579 -0.5320 1.4433 0.012
H -3.9397 -5.6724 3.4515 0.6682 1.3904 -0.0221 0.074
H -4.3314 -2.6767 4.1169 -0.6452 -0.9590 -1.2281 0.094
H -5.6228 -3.9282 3.6584 1.0755 0.9216 -0.5422 0.110
H -3.6363 -2.5616 1.4919 -1.2439 -0.3927 0.7124 0.054
H -5.0238 -3.7212 1.1608 0.6419 1.1906 0.9281 0.115
H -6.6929 -2.0038 1.2305 1.4530 0.7258 0.7788 0.119
H -5.2116 -0.9329 0.8660 -0.8388 -1.0365 0.9095 0.089
H -4.9003 -0.6335 3.5512 -1.3279 -0.1868 -0.6507 0.102
H -6.6990 -1.2793 3.6026 2.0126 0.9296 -0.7581 0.009
H -7.3417 0.9234 3.2620 1.2292 -0.2405 -1.3192 0.047
H -6.8584 0.6681 1.4724 0.5205 0.0463 1.5334 0.110
H -4.4883 1.5691 3.3403 -1.1952 0.2728 -0.8759 0.097
H -5.9218 2.7052 3.3519 0.8916 -1.1715 -0.8741 0.107
H -4.8143 3.7285 1.4931 0.1532 -1.6839 -0.1149 0.112
H -5.8152 2.4767 0.6112 1.2045 0.2793 1.1617 0.107
H -3.5904 2.4010 -0.3996 -0.2359 -0.9004 1.3756 0.111
H -3.8754 0.8023 0.4612 0.3645 1.2939 0.4822 0.092
H -2.5047 2.1721 2.5100 0.5011 0.3307 -1.6212 0.106
H -1.9015 3.2455 1.0822 -0.5543 -1.6174 0.6840 0.025
H -1.7797 0.0819 0.9617 1.0154 1.2322 -0.0203 0.058
H -0.6423 0.8956 2.1339 -0.3166 0.1938 -1.8143 0.076
H 0.3436 2.3795 0.2277 -0.8418 -1.6190 -0.6076 0.031
H -0.7712 1.6432 -1.0182 0.7486 -0.5674 1.1065 0.115
H 1.1697 0.3409 -1.5038 -0.2069 -0.2310 1.7424 0.119
H 1.9984 0.7535 0.0677 -1.6239 -0.9070 -0.4198 0.128
H -0.8870 -2.7226 -0.2222 0.3087 1.6061 -0.6989 0.081
H -1.4023 -1.0123 -0.8901 1.4044 -1.1772 0.5446 0.137
H 0.5370 -1.4574 -2.7829 -1.0754 -1.2442 0.8418 0.138
H 0.2878 -3.2569 -2.3296 -0.7198 1.3734 0.0745 0.125
H -1.4798 -5.0321 -1.6998 -0.9323 1.2346 -0.1120 0.111
H -2.6614 -3.7381 -0.9472 0.9016 -0.8588 -1.3919 0.111
H -4.4924 -4.4755 -2.5134 1.0213 -1.2333 0.0400 0.087
H -3.4686 -5.9684 -3.0936 -0.3505 1.1487 1.1248 0.087
H -3.9609 -5.7347 -1.2777 0.3876 0.5518 -1.6833 0.042
H 2.7154 -0.6022 1.5239 -0.9939 0.0657 0.3485 0.125
H 1.9414 -1.9859 4.0192 0.5719 0.9376 -1.0271 0.095
H 3.5707 -1.7438 3.1827 -1.5060 0.6154 0.3830 0.114
H 3.5335 -0.1948 5.2578 -0.8864 0.3947 -1.1095 0.102
H 3.2344 0.8694 3.6975 -0.3554 -1.1310 1.3872 0.110
H 1.4258 1.4665 5.4782 -0.2921 -1.4775 -0.6306 -0.001
H 0.6505 0.6694 4.0084 1.2196 -0.2988 1.2628 0.053
H 0.8803 -0.3661 5.5088 0.7127 1.3741 -0.5163 0.058
C 0.4046 5.4603 0.6606 -0.1197 0.1640 0.1825 -1.539
Cl -0.2500 6.9119 1.4312 0.0674 -0.1282 -0.0822 0.540
Cl 0.9246 4.2896 1.8823 0.0436 0.1198 -0.0257 0.563
Cl -0.7921 4.7409 -0.4294 0.2303 0.4639 -0.2354 0.580
H 1.2738 5.7445 0.0688 -0.4069 -0.0317 0.4842 -0.113
C 4.1625 5.2963 -2.1450 0.3232 0.2138 0.0904 -1.542
Cl 4.5166 6.4770 -3.4073 -0.0865 -0.1908 0.1826 0.518
Cl 5.1762 5.5836 -0.7223 -0.0773 -0.0618 -0.0271 0.536
Cl 2.4475 5.3472 -1.7094 0.3233 -0.2065 -0.5679 0.597
H 4.3848 4.2994 -2.5295 -0.1909 0.7838 0.2906 -0.129
C 3.3200 2.1203 -4.9021 -0.2029 0.1751 -0.2301 -1.478
Cl 3.6559 3.2812 -6.1990 -0.0174 -0.2826 0.3928 0.495
Cl 4.3347 2.4316 -3.4809 -0.4242 -0.5769 -0.2281 0.569
Cl 1.6076 2.1655 -4.4599 0.1458 -0.0563 -0.0074 0.548
H 3.5529 1.1236 -5.2719 -0.0017 0.1736 0.1028 -0.037
C 4.1098 3.0972 -10.1207 -0.0023 0.0434 -0.1440 -1.500
Cl 2.4470 3.4739 -10.5885 0.2712 -0.0479 -0.0801 0.517
Cl 4.8074 4.4305 -9.1900 -0.0383 -0.2544 -0.2495 0.496
Cl 4.1671 1.5912 -9.1952 -0.2510 0.2040 -0.5074 0.478
H 4.7001 2.9655 -11.0249 -0.1174 0.0080 0.1809 0.018
C -0.5948 -7.4507 0.9677 0.1609 0.0833 0.1242 -1.521
Cl -2.2742 -7.1324 0.5141 0.1044 -0.0143 0.0040 0.552
Cl 0.0401 -6.1503 1.9849 -0.1718 -0.1965 -0.0328 0.544
Cl -0.4615 -9.0091 1.7950 0.0041 0.0742 -0.0986 0.526
H 0.0015 -7.4942 0.0585 -0.1103 0.0333 0.1719 0.020
C -9.1015 -0.4193 5.9168 0.0343 0.0182 0.0326 -1.509
Cl -9.0931 1.2655 5.3772 -0.0832 -0.1257 0.0949 0.539
Cl -8.7724 -1.5117 4.5630 -0.5415 -0.0034 0.3146 0.576
Cl -7.9219 -0.6629 7.2123 -0.1209 0.0017 -0.1009 0.526
H -10.0908 -0.6476 6.3074 0.1967 0.0470 -0.0840 0.014
C 6.4495 -0.1459 -5.5961 0.1725 -0.0331 -0.0162 -1.493
Cl 5.1610 -1.0149 -4.7476 0.0749 -0.0341 -0.0212 0.547
Cl 5.8986 0.3662 -7.1975 0.3076 -0.1339 0.5316 0.497
Cl 6.9958 1.2399 -4.6396 0.3515 -0.3298 -0.3555 0.519
H 7.2909 -0.8233 -5.7252 -0.1825 0.1050 0.0626 0.017
C 4.7036 8.0730 -7.0282 -0.0740 -0.0174 -0.0501 -1.519
Cl 4.3105 9.0745 -5.6237 0.0774 -0.0522 -0.1114 0.517
Cl 4.1122 6.4197 -6.8042 0.0857 0.4501 0.0590 0.454
Cl 4.0279 8.7799 -8.5026 0.0990 -0.0601 0.0935 0.527
H 5.7861 8.0379 -7.1309 -0.2131 0.0090 0.0279 0.020
C 6.6144 -4.9411 1.4982 -0.0213 -0.1138 -0.0440 -1.536
Cl 8.2128 -5.0695 0.7501 -0.1236 0.0297 0.0273 0.523
Cl 6.4028 -6.1908 2.7317 -0.0124 0.1257 -0.1263 0.530
Cl 6.3831 -3.3324 2.1974 -0.0309 -0.0142 -0.0054 0.521
H 5.8614 -5.0896 0.7267 0.1010 0.0902 0.1592 0.000
C 8.7251 -0.5028 3.1650 0.0742 -0.0206 0.0165 -1.561
Cl 7.2791 -0.0999 4.1024 0.0344 -0.0634 -0.1096 0.500
Cl 9.4632 0.9613 2.5000 -0.0751 -0.1182 0.0102 0.519
Cl 9.8871 -1.3866 4.1635 -0.1284 0.0433 -0.1212 0.521
H 8.4286 -1.1434 2.3369 0.0504 0.1039 0.1693 -0.019
C 0.1117 1.6309 8.3760 -0.0188 -0.0651 -0.0436 -1.505
Cl 1.8148 1.3032 8.0196 -0.0764 0.1063 0.3825 0.557
Cl -0.8755 1.4705 6.9152 -0.1861 0.1574 0.3350 0.557
Cl -0.4765 0.5472 9.6446 0.0471 0.1246 -0.0853 0.524
H 0.0282 2.6546 8.7344 0.0243 -0.2048 -0.0778 0.017
C -1.0432 4.9814 -9.2700 0.0253 0.0118 0.0798 -1.546
Cl -2.4647 5.5139 -8.3612 0.0815 -0.0653 -0.1075 0.522
Cl -0.2526 6.3582 -10.0511 -0.0469 -0.1296 0.0102 0.514
Cl 0.0909 4.1325 -8.2113 -0.1863 0.0600 0.0150 0.493
H -1.3711 4.2909 -10.0441 0.0553 0.1394 0.1532 0.016